Entry 1:
Entry from the OMol25 dataset: a structure of composition C40H44B2F4N13O4P2SSe2Sm at a distorted geometry (the ωB97M-V functional and the def2-TZVPD basis).

As for the energy above the lowest of the compared OMol25 structures with the same formula, charge and spin: 0.0 kcal/mol. As for the electronic energy: -259983.8529 eV. The spin multiplicity is 6. As for the net charge: +2. The HOMO energy (spin up / spin down) comes out at -0.437 / -0.437 Ha.

```
113
C40H44B2F4N13O4P2SSe2Sm, DFT the ωB97M-V functional and the def2-TZVPD basis
C -2.950 2.410 0.470
C -2.723 -1.266 2.522
C 3.440 2.951 5.718
H 1.466 4.009 -1.555
N 0.302 0.543 0.081
H -3.054 -3.009 3.699
N 1.520 1.369 1.675
H 1.601 -0.119 4.187
C -1.973 0.116 6.602
C 1.653 -2.143 -4.460
C -4.122 2.817 1.095
H -3.900 -5.213 -1.263
H -4.087 -0.140 6.848
S -1.047 -1.814 -0.844
C -2.673 1.615 4.341
C 3.962 1.671 5.848
H -4.288 -4.211 -3.441
H -2.607 -6.097 -2.161
N 1.500 0.898 0.439
C -3.265 -0.393 1.593
H -4.739 2.131 1.668
H -2.708 -2.147 -3.280
H -1.083 4.088 -3.864
C -1.334 1.487 4.703
C 1.931 4.032 -2.561
H 3.969 3.781 6.114
C -4.779 -2.487 2.512
H 7.508 -1.432 1.734
P -0.025 2.315 3.713
H 0.265 -3.355 -5.570
N 2.501 1.800 -3.473
C 4.197 -2.898 -4.467
C -0.560 0.836 1.121
O 4.579 -0.501 -3.177
C 2.091 0.754 4.643
H -4.679 1.064 4.830
H -1.165 3.052 -5.316
O -0.524 -1.613 -3.919
C 2.197 3.139 5.086
H -2.011 5.317 -0.962
F 5.740 1.143 -2.100
C 0.323 2.462 -3.921
H 1.973 -3.983 -5.475
O -1.135 0.852 -4.376
H 4.912 1.548 6.361
C -2.195 3.292 -0.303
H -5.037 0.133 0.442
H 3.711 -0.395 5.436
C 1.514 2.032 4.590
F -0.791 -0.738 -6.049
N 0.836 -1.485 -3.727
H 1.484 4.874 -3.093
C 3.621 -1.770 0.114
H -5.415 4.486 1.431
H -2.638 -4.554 -3.996
H 5.314 -0.499 -0.810
C -4.521 4.132 0.971
O 3.538 1.758 -2.562
C -2.599 4.612 -0.401
C 3.130 -1.898 -4.163
Se -0.562 4.293 3.167
H 1.561 -2.609 -6.504
H -1.303 2.951 -0.791
B -1.243 -0.614 -4.783
N 0.010 1.213 -3.827
H 6.804 -0.176 -0.042
C 5.638 -1.539 0.951
H -4.056 6.086 0.185
N 5.941 -0.685 -0.041
H 5.153 -2.542 -4.103
C 1.316 -3.086 -5.550
H -0.924 -5.791 -0.142
C 1.676 2.778 -3.344
F 5.111 1.540 -4.327
C -3.238 -4.219 -3.121
P -2.263 0.772 0.682
C -4.598 -0.524 1.178
H 2.986 4.183 -2.417
H -5.366 -3.323 2.890
Se -2.222 -0.042 -1.473
N -2.016 -4.311 -1.127
H 1.803 4.142 4.948
C 0.252 1.391 2.146
C -2.012 -3.084 -1.574
H 0.132 4.209 -5.104
Sm 1.630 0.137 -2.074
C -3.293 0.280 6.239
H 3.986 -3.868 -3.987
H -2.174 -4.927 0.848
N -2.802 -2.926 -2.627
H -0.632 -4.131 0.426
N 2.895 -1.394 -0.714
C -5.347 -1.590 1.638
C -3.016 -5.115 -1.895
H 4.290 -3.036 -5.548
C 3.277 0.577 5.321
N 4.433 -2.173 1.044
H 6.361 -2.309 2.681
H -1.714 -1.141 2.852
C -3.757 5.026 0.247
N 3.316 -0.789 -3.564
H -1.699 -0.411 7.515
B 4.809 0.985 -3.098
H 0.049 0.587 6.062
C -0.992 0.714 5.806
H -6.358 -1.690 1.316
C -3.649 0.984 5.111
H -2.925 2.220 3.474
F -2.590 -0.955 -4.607
N 6.572 -1.798 1.852
C -0.509 3.529 -4.579
C -3.499 -2.327 2.998
C -1.393 -4.832 0.087
```

These are the Mulliken partial charges, in e, on atoms 1 to 99: 0.99, -0.28, -0.69, 0.24, 1.11, 0.60, -1.01, 0.44, -0.95, 0.70, -0.34, 0.33, 0.41, -0.06, -0.13, -0.52, 0.39, 0.40, -0.31, 1.83, 0.44, 0.13, 0.22, 0.32, -1.49, 0.46, -0.61, 0.21, 0.38, 0.29, -0.10, -1.73, -0.80, -0.58, -0.05, 0.48, 0.39, -0.31, -0.78, 0.49, -0.40, 0.55, 0.49, -0.53, 0.41, -0.54, 0.53, 0.49, 0.60, -0.29, 0.06, 0.46, 0.87, 0.51, 0.28, 0.24, -0.91, -0.56, -0.70, 0.62, -0.33, 0.34, 0.18, 0.70, 0.56, 0.22, 0.54, 0.38, -0.35, 0.41, -1.66, 0.31, 0.37, -0.33, -0.56, -0.05, -1.16, 0.43, 0.46, 0.27, 0.07, 0.37, 0.93, 0.55, 0.51, 1.17, -0.59, 0.39, 0.31, 0.20, 0.29, -0.49, -1.03, -0.62, 0.43, -0.84, -0.81, 0.25, 0.51

=====

Entry 2:
Entry from the OMol25 dataset: a structure of composition C8H14N2O3 at a distorted geometry (the ωB97M-V functional and the def2-TZVPD basis).

As for the energy above the lowest of the compared OMol25 structures with the same formula, charge and spin: 126.0 kcal/mol. As for the electronic energy: -17641.3558 eV. As for the net charge: 0. The HOMO energy comes out at -0.341 Ha.

```
27
C8H14N2O3, DFT the ωB97M-V functional and the def2-TZVPD basis
C -1.893 -1.039 0.218
H 1.500 -0.474 -1.502
H -3.884 -0.217 -0.671
C 2.650 -1.323 0.203
H -2.674 1.015 -0.448
N -1.939 -0.771 1.615
H -2.158 -1.863 2.229
H -0.125 1.225 1.615
H -2.209 -2.184 0.064
H 3.016 1.625 0.619
C 2.331 1.298 -0.253
C 1.097 2.245 -0.093
C -0.557 -0.984 -0.360
C -2.819 -0.132 -0.779
N 0.348 -0.016 -0.057
O 3.700 -1.001 0.694
O -0.160 -2.130 -0.874
H -1.048 1.699 -0.160
H 1.288 -2.615 -0.393
H -2.909 0.159 1.755
C 0.038 1.353 0.448
C 1.772 -0.156 -0.437
H 2.990 1.567 -1.085
H 1.379 2.883 0.674
H -2.661 -0.233 -1.965
H 0.742 2.627 -1.073
O 2.185 -2.557 0.017
```

Charges in e, computed with Mulliken, in the same order as the atoms: -0.07, 0.40, 0.40, 0.56, 0.28, -0.63, 0.32, 0.26, 0.29, 0.29, -0.71, -0.68, 0.71, -1.19, 0.17, -0.56, -0.81, -0.13, 0.45, 0.32, -0.09, -0.36, 0.40, 0.33, 0.25, 0.34, -0.53

=====

Entry 3:
Entry from the OMol25 dataset: a structure of composition C33H57BrN2O2SiTl at a distorted geometry (the ωB97M-V functional and the def2-TZVPD basis).

As for the energy above the lowest of the compared OMol25 structures with the same formula, charge and spin: 0.0 kcal/mol. As for the electronic energy: -124827.3184 eV. As for the net charge: +1. The HOMO energy (spin up / spin down) comes out at -0.385 / -0.383 Ha.

```
97
C33H57BrN2O2SiTl, DFT the ωB97M-V functional and the def2-TZVPD basis
C -1.376 2.564 -3.447
H 3.980 -1.858 4.994
H 1.896 0.885 -2.164
H -2.434 0.549 5.975
C 3.680 0.129 1.656
C 0.435 3.279 2.673
H -3.278 -3.959 -2.801
C -4.609 0.270 1.716
C 1.935 -2.857 -0.916
Si 0.425 2.550 -2.994
C -5.028 -0.037 3.013
H 0.887 4.474 -1.499
H -0.285 -3.885 -2.847
H 2.634 2.904 -4.074
C -2.892 0.676 3.893
H 1.384 2.659 -5.301
H -1.730 1.578 -3.776
H 0.277 0.061 -2.400
O 0.834 -3.232 -0.048
Br 0.326 -3.602 3.501
H -0.689 -1.455 -7.353
C 1.014 0.778 -2.782
C -3.333 0.774 1.480
N -1.191 1.549 2.374
H 2.985 2.592 4.536
H -2.502 3.808 1.374
C -2.835 -1.976 -3.655
H -5.270 0.103 0.863
H 1.443 2.964 -0.738
C -0.250 -4.472 -1.918
C 3.521 0.796 0.323
H -3.355 -1.291 -4.337
H -4.470 -0.097 5.112
H -2.924 2.167 -0.135
H 3.953 -3.509 -1.344
C -1.923 3.918 2.303
C -1.039 -1.446 -5.285
H -6.032 -0.422 3.183
H 1.374 0.399 -3.758
C 3.207 -3.610 -0.539
N 1.661 1.207 2.506
H 3.444 0.050 -0.482
H 5.736 -2.086 3.236
H 3.002 -4.688 -0.413
Tl 0.187 -1.532 1.639
C 4.754 -0.726 1.872
H -1.966 2.886 -2.580
C -2.870 1.088 0.090
H 2.457 4.150 3.877
H -1.664 1.927 5.164
C 2.853 -0.402 3.923
H 4.401 1.418 0.100
C -1.168 -2.131 -6.640
H -2.209 -2.254 -6.961
C 1.586 3.136 -4.330
C -0.877 2.824 2.438
O -1.520 -2.234 -4.172
H -4.632 -2.873 -3.069
C 0.644 3.414 -1.352
C 1.809 -0.285 4.980
H 0.696 -5.007 -1.834
C 3.919 -1.279 4.073
H -1.077 -5.195 -1.930
H -3.510 0.576 -0.640
H 1.453 0.739 5.093
C -3.688 -3.218 -3.488
H 2.630 1.429 0.287
C 2.737 0.340 2.708
C -4.168 0.161 4.094
H -1.035 0.284 4.910
H 5.494 -0.848 1.080
H -2.621 3.888 3.155
C -1.954 0.872 5.043
H 2.080 -1.759 -0.874
C 2.724 3.124 3.611
H -2.745 -1.494 -2.663
H -1.542 3.287 -4.259
H 0.029 -1.249 -5.093
H -1.421 4.894 2.300
H 3.614 3.150 2.968
C 1.560 2.453 2.900
H -0.279 3.362 -0.754
H 0.956 -0.932 4.754
H -1.071 -3.889 0.019
H -1.832 0.769 -0.078
H 1.529 4.219 -4.493
H 3.634 -3.211 0.393
H -0.841 -2.562 -1.123
C -2.468 1.035 2.581
H -3.917 -3.705 -4.437
H 2.207 -0.619 5.940
H -0.651 -3.096 -6.691
C 4.882 -1.426 3.074
H 0.583 4.353 2.770
H -1.558 -0.472 -5.349
H 1.676 -3.079 -1.968
C -0.394 -3.508 -0.760
```

Charges in e, computed with Mulliken, in the same order as the atoms: -0.79, 0.46, -0.06, 0.45, 1.12, -1.27, 0.20, -1.09, 0.50, 0.42, -0.78, 0.47, 0.26, 0.34, 1.03, 0.29, 0.07, 0.10, -0.12, -0.17, 0.42, -0.44, 1.16, 0.70, 0.26, 0.23, 0.21, 0.45, -0.07, -1.29, -1.10, 0.52, 0.41, 0.16, 0.40, -1.60, 0.16, 0.42, 0.31, -1.29, 0.55, 0.38, 0.42, 0.31, 0.95, -0.55, 0.26, -1.05, 0.53, 0.25, 1.69, 0.40, -1.38, 0.33, -1.14, 1.07, -0.23, 0.44, -0.50, -1.07, 0.41, -1.04, 0.33, 0.43, 0.30, -1.35, -0.20, -1.38, -0.98, -0.01, 0.49, 0.36, -0.95, -0.39, -1.53, -0.16, 0.38, 0.09, 0.44, 0.28, 0.90, -0.08, 0.09, 0.42, 0.13, 0.33, 0.21, 0.15, -0.73, 0.34, 0.49, 0.30, -0.89, 0.32, 0.14, 0.38, -0.11

=====

Entry 4:
Entry from the OMol25 dataset: a structure of composition C5H10N4O7PdS2 at a distorted geometry (the ωB97M-V functional and the def2-TZVPD basis).

As for the energy above the lowest of the compared OMol25 structures with the same formula, charge and spin: 0.0 kcal/mol. As for the electronic energy: -50767.0269 eV. The spin multiplicity is 5. As for the net charge: +2. The HOMO energy (spin up / spin down) comes out at -0.577 / -0.577 Ha.

```
29
C5H10N4O7PdS2, DFT the ωB97M-V functional and the def2-TZVPD basis
O 13.386 6.864 10.947
N 9.035 7.007 3.792
C 8.291 5.941 3.383
H 9.504 7.973 5.621
H 4.327 4.320 6.915
C 4.577 3.894 7.891
O 12.718 6.733 9.979
H 3.709 3.281 8.252
C 8.904 7.217 5.100
O 6.478 5.333 7.568
H 8.121 5.643 2.408
N 7.203 7.531 9.173
C 7.738 5.447 4.585
H 7.109 4.618 4.706
Pd 8.374 6.251 7.872
O 9.183 5.607 10.199
O 10.588 6.769 7.657
H 7.685 7.674 10.028
O 11.081 4.482 8.844
O 4.815 4.915 8.890
H 5.465 3.303 7.803
H 9.461 7.716 3.231
S 10.646 5.247 7.458
S 10.496 4.904 10.360
C 5.838 5.639 8.580
H 5.408 6.912 10.060
N 6.142 6.626 9.462
N 8.189 6.236 5.639
H 6.845 8.386 8.763
```

Charges in e, computed with Mulliken, in the same order as the atoms: -0.06, -0.04, -0.44, 0.41, 0.29, -0.62, 0.07, 0.26, -0.45, -0.60, 0.45, -0.65, -0.51, 0.49, 0.78, -0.33, -0.34, 0.31, -0.19, -0.37, 0.28, 0.23, 0.65, 0.60, 1.00, 0.26, 0.01, 0.20, 0.29

=====

Look up the electronic energy of the second one.
-17641.3558 eV